Entry 1:
C42H62AuN7OP as an isolated structure. Source: OMol25; level of theory: ωB97M-V with the def2-TZVPD basis set.

```
114
Properties=species:S:1:pos:R:3:forces:R:3:lowdin_charge:R:1
Au 1.056971 -0.179295 0.916316 -0.14 0.00 -0.18 1.431
C 2.262660 3.699929 -3.639418 0.07 0.01 0.06 -0.073
C 3.377118 3.561785 -2.587103 -0.20 -0.04 -0.04 -0.170
C 3.252976 2.284404 -1.821128 -0.27 0.11 0.04 -0.117
C 3.925071 1.138640 -1.980081 0.14 -0.23 0.05 -0.115
C 5.036508 0.826328 -2.930326 -0.17 -0.17 -0.12 -0.176
C 4.557798 0.018110 -4.149596 0.02 0.06 0.11 -0.071
C 3.346571 0.152878 -1.044254 -0.09 0.07 0.01 -0.192
N 2.328238 0.733952 -0.345837 0.16 0.21 -0.22 -0.031
C 2.248220 2.061314 -0.761588 0.31 -0.24 0.06 -0.206
C 1.476450 3.015808 -0.222389 -0.28 0.17 0.17 0.051
C 0.524825 2.802704 0.816733 -0.05 -0.03 -0.23 -0.176
C -0.296265 3.826684 1.392455 0.25 0.08 -0.11 -0.133
C -0.187206 5.286943 1.081721 -0.09 0.00 -0.16 -0.176
C -0.977329 5.685586 -0.175838 0.05 0.01 0.08 -0.081
C -1.179983 3.202300 2.218274 -0.22 -0.13 0.05 -0.144
C -0.900965 1.793431 2.142064 0.10 -0.02 -0.02 -0.206
C -1.663407 0.787618 2.737249 -0.17 0.12 0.02 0.037
C -1.385146 -0.545793 2.665010 0.23 -0.09 0.13 -0.207
N -0.281453 -1.112422 2.089078 -0.25 -0.16 0.16 -0.033
C -0.338262 -2.477403 2.346624 -0.29 0.26 0.09 -0.201
C 0.576596 -3.391073 1.992840 0.34 -0.24 -0.18 0.047
C 1.739822 -3.120181 1.214851 -0.19 0.02 0.07 -0.180
N 2.011704 -1.929820 0.605845 0.14 -0.02 0.11 -0.022
C 3.186739 -2.096290 -0.089238 0.00 -0.03 -0.05 -0.190
C 3.788402 -1.134712 -0.904664 0.02 -0.06 0.01 0.040
C 3.661210 -3.440603 0.101638 0.09 0.15 -0.13 -0.124
C 2.761955 -4.068759 0.915894 -0.05 -0.10 0.07 -0.133
C 2.795275 -5.488185 1.389909 -0.10 -0.06 -0.12 -0.186
C 2.024822 -6.433500 0.456793 0.00 0.04 0.04 -0.076
C 4.937333 -3.985304 -0.457627 0.05 0.11 0.10 -0.183
C 6.162349 -3.525507 0.346275 -0.02 -0.02 -0.03 -0.076
C -1.574876 -2.759428 3.107080 0.26 -0.24 -0.12 -0.117
C -2.205608 -1.596859 3.290272 -0.14 0.26 -0.10 -0.129
C -3.503075 -1.350348 3.991169 0.09 0.09 0.15 -0.187
C -3.315417 -1.039717 5.483052 -0.01 0.01 -0.06 -0.072
C -2.010952 -4.127407 3.521725 -0.02 -0.06 -0.24 -0.175
C -2.593290 -4.932877 2.345944 0.06 0.04 0.08 -0.071
N 0.170106 1.587849 1.311517 0.08 0.23 0.22 -0.024
C -2.269501 3.812620 3.037114 0.08 -0.02 0.21 -0.185
C -1.912863 3.899126 4.530115 -0.05 0.02 -0.04 -0.073
H 2.393586 4.613390 -4.222873 -0.02 -0.06 0.05 0.079
H 1.279082 3.733307 -3.163625 0.04 -0.02 -0.04 0.064
H 2.275340 2.850104 -4.326167 0.00 0.05 0.03 0.071
H 3.333545 4.411872 -1.901925 0.07 0.00 0.00 0.114
H 4.349607 3.596709 -3.076958 0.02 0.02 0.02 0.109
H 5.817059 0.272563 -2.404125 0.04 0.01 0.00 0.114
H 5.487503 1.757592 -3.269071 0.05 0.03 0.01 0.107
H 4.083766 -0.916842 -3.842413 0.02 0.05 -0.02 0.070
H 5.394500 -0.222778 -4.807544 -0.05 0.02 0.04 0.077
H 3.825075 0.590603 -4.722576 0.03 -0.03 0.02 0.071
H 1.557692 4.019104 -0.619711 0.00 -0.05 0.07 0.111
H 0.864101 5.552200 0.953349 0.01 0.02 0.02 0.112
H -0.546757 5.861662 1.937218 0.04 0.01 -0.02 0.113
H -0.716799 5.041801 -1.021436 -0.02 0.04 0.04 0.066
H -0.771472 6.720894 -0.455320 -0.02 -0.06 0.02 0.078
H -2.052696 5.591953 -0.003761 0.09 0.01 -0.01 0.066
H -2.547063 1.084829 3.288098 0.09 0.02 -0.04 0.111
H 0.423100 -4.416247 2.302860 0.02 0.06 -0.01 0.111
H 4.656383 -1.434977 -1.475848 -0.05 0.00 0.04 0.109
H 2.387003 -5.555318 2.400220 0.02 0.02 0.02 0.110
H 3.835147 -5.810956 1.457799 0.00 -0.02 0.04 0.111
H 0.981056 -6.120596 0.357271 0.08 -0.03 0.00 0.070
H 2.040800 -7.456373 0.838453 0.00 0.06 -0.03 0.077
H 2.467755 -6.433303 -0.541884 -0.04 0.00 0.05 0.078
H 5.047316 -3.675436 -1.500094 -0.01 -0.04 -0.01 0.112
H 4.892882 -5.075203 -0.458163 -0.02 0.01 -0.04 0.108
H 6.253561 -2.436420 0.336346 -0.01 -0.07 0.02 0.072
H 7.077745 -3.949393 -0.070651 -0.04 0.03 0.03 0.077
H 6.081120 -3.845679 1.387532 0.01 0.03 -0.06 0.080
H -4.138217 -2.229803 3.876924 -0.03 0.01 -0.01 0.113
H -4.025133 -0.520827 3.507833 -0.04 -0.05 -0.01 0.108
H -2.822074 -1.870200 5.991759 -0.01 0.04 -0.02 0.079
H -4.279377 -0.869087 5.963567 0.03 0.00 0.00 0.078
H -2.700646 -0.147757 5.625813 -0.02 -0.05 -0.01 0.072
H -2.761972 -4.039198 4.307119 0.03 -0.01 0.04 0.110
H -1.162190 -4.662721 3.953114 -0.02 -0.02 0.04 0.117
H -3.468987 -4.426495 1.932733 0.05 -0.04 0.02 0.076
H -2.895339 -5.930110 2.673414 0.02 0.09 -0.03 0.078
H -1.861694 -5.044402 1.541969 -0.06 0.01 0.05 0.067
H -3.186036 3.228547 2.915787 -0.03 0.03 -0.02 0.112
H -2.482075 4.812574 2.655442 -0.05 -0.02 0.00 0.110
H -1.673045 2.911724 4.935484 -0.02 0.09 -0.04 0.069
H -2.747715 4.311652 5.103100 0.09 -0.05 -0.05 0.078
H -1.043813 4.544296 4.682735 -0.06 -0.07 -0.02 0.081
C -3.330779 -1.328145 -0.333786 -0.01 -0.01 -0.26 -0.094
N -3.357326 -0.481184 -1.530545 -0.23 -0.14 0.28 -0.289
C -4.698675 -0.131826 -1.985635 0.10 -0.06 0.13 -0.107
P -2.063431 0.491099 -1.876086 0.23 -0.24 0.02 0.496
O -0.989404 0.308666 -0.872319 -0.07 -0.04 -0.02 -0.317
N -1.543143 0.133279 -3.402462 0.17 0.19 -0.26 -0.301
C -2.373484 -0.393029 -4.476147 0.14 -0.02 0.11 -0.099
C -0.294923 0.766764 -3.842117 -0.18 -0.15 0.07 -0.101
N -2.610750 2.051214 -1.921717 -0.18 0.32 0.06 -0.284
C -3.171537 2.583374 -0.679660 0.05 0.03 -0.13 -0.082
C -3.015517 2.757178 -3.125272 0.06 0.03 0.11 -0.098
H -3.858456 -2.266089 -0.529926 0.01 0.04 -0.02 0.085
H -3.820811 -0.834349 0.517677 0.04 0.01 -0.07 0.082
H -2.301132 -1.554012 -0.060358 -0.05 0.05 -0.04 0.063
H -5.222795 -1.024792 -2.332891 -0.01 -0.01 -0.03 0.088
H -4.661930 0.581864 -2.808656 0.02 -0.06 0.02 0.068
H -5.292497 0.311503 -1.176666 0.04 0.00 -0.02 0.085
H -3.162441 -1.022447 -4.072033 -0.02 0.03 0.04 0.072
H -1.754365 -1.015389 -5.125938 -0.01 0.01 0.00 0.087
H -2.822239 0.395171 -5.094306 0.01 -0.03 0.02 0.080
H 0.269145 1.113813 -2.975643 -0.04 -0.02 -0.01 0.061
H -0.473985 1.618300 -4.510191 -0.03 -0.01 0.02 0.081
H 0.316409 0.037917 -4.380393 -0.02 -0.01 0.01 0.087
H -2.879549 1.955479 0.166381 0.01 0.03 -0.11 0.073
H -4.267097 2.629501 -0.724315 0.03 -0.03 -0.02 0.088
H -2.797015 3.593542 -0.489695 -0.03 -0.11 -0.04 0.063
H -2.599257 2.281639 -4.010054 -0.01 0.01 0.05 0.056
H -2.652944 3.787436 -3.097660 0.01 0.03 0.02 0.086
H -4.105818 2.793742 -3.229848 -0.03 -0.01 0.00 0.083
```
Positions in Å, forces in eV/Å.

Output
Charge = +1
Multiplicity = 3
Largest force on an atom = 0.449 eV/A
ΔE to the lowest compared entry with this formula, charge and spin = 0.000 eV
HOMO-LUMO gap (alpha / beta) = 4.90 / 5.06 eV
Calculated total energy = -2573.0811 Eh


Entry 2:
C42H63BaF4N4O8PS2 as an isolated structure in a non-equilibrium geometry. Source: OMol25; level of theory: ωB97M-V with the def2-TZVPD basis set.

```
125
Properties=species:S:1:pos:R:3:forces:R:3:lowdin_charge:R:1
Ba 0.217198 -2.938748 -0.077787 0.58 0.18 1.10 2.109
C 3.693411 1.831490 2.782295 1.22 1.38 0.41 -0.063
C 5.093281 1.616787 2.133307 -0.43 -1.47 -0.14 -0.229
N 5.108111 0.604491 1.087048 1.15 0.22 -1.08 -0.207
C 6.125434 0.830780 0.006662 -1.50 -0.02 0.64 -0.244
C 7.602247 0.656581 0.416925 -0.40 -0.65 -0.20 -0.101
C 4.518469 -0.709971 1.133204 1.36 -1.39 -0.05 -0.199
C 3.201273 -0.796185 0.437762 -2.29 0.71 -1.14 -0.270
N 2.898128 -2.111417 -0.074228 -0.29 0.56 1.12 -0.092
C 3.638897 -2.802795 -0.894422 0.01 0.31 -0.78 -0.287
C 3.524499 -4.197089 -0.752510 -0.09 -2.02 1.13 -0.149
F 2.645046 -4.553324 0.250669 0.54 -0.76 -0.28 -0.040
C 4.318634 -5.141403 -1.366800 -0.18 2.13 -2.26 -0.226
F 4.359794 -6.445233 -1.107811 -0.29 -0.50 0.64 0.075
C 4.988633 -4.693515 -2.546011 0.37 -1.90 0.62 0.009
C 4.945147 -3.366446 -2.857203 0.55 -0.43 -0.10 -0.284
F 5.499160 -2.928650 -3.998026 0.59 0.12 -0.51 0.066
C 4.428126 -2.451783 -2.018504 -0.43 0.96 1.20 -0.172
F 4.706730 -1.150694 -2.246539 -0.29 0.74 -0.35 0.057
H 3.498153 2.905142 2.938202 0.14 -0.14 -0.19 0.061
H 3.527960 1.408734 3.773178 0.37 -0.46 -0.15 0.069
H 2.956942 1.481238 2.126888 -1.27 -0.59 -0.95 0.039
H 5.787072 1.318645 2.945907 0.23 0.67 -0.18 0.101
H 5.439884 2.447368 1.504849 -0.02 0.60 1.16 0.101
H 5.914413 1.835843 -0.386950 0.36 0.05 0.04 0.100
H 5.859607 0.162566 -0.830875 0.27 0.11 0.53 0.095
H 8.042071 1.542423 0.909708 -0.37 -0.54 0.22 0.058
H 8.194939 0.508027 -0.502107 -0.08 -0.16 0.35 0.058
H 7.618050 -0.281064 1.043216 0.47 1.05 -0.46 0.086
H 4.418432 -1.163985 2.125483 0.12 0.47 0.38 0.119
H 5.212842 -1.471194 0.621909 -0.64 1.10 0.48 0.133
H 3.135886 0.026535 -0.294382 0.52 -0.12 -0.50 0.113
H 2.272808 -0.547446 1.028792 1.83 -0.22 0.10 0.071
H 5.630842 -5.373589 -3.113668 -0.49 0.19 0.11 0.112
O -4.339020 -2.909151 0.913065 0.93 -0.10 -0.91 -0.050
C -3.391572 -3.160793 0.116649 -1.39 0.65 0.80 -0.595
O -2.294258 -2.529677 0.091975 -0.48 -0.98 -0.48 -0.260
C -3.806218 -4.327689 -0.883853 1.78 -0.38 1.02 -0.086
C -4.347741 -5.457580 0.015632 0.69 0.39 0.22 -0.283
C -5.267089 -6.353442 -0.782649 -0.58 0.48 -0.81 -0.122
C -4.242707 -7.105878 -1.667232 -0.08 -1.41 0.15 -0.130
C -2.890741 -6.570948 -1.191764 1.10 2.15 0.57 -0.225
O -3.117237 -6.199433 0.222189 -0.82 -1.46 -0.61 -0.065
C -2.757948 -5.139962 -1.773390 -0.31 1.07 -0.78 -0.118
C -1.391261 -4.442033 -2.002901 0.65 0.01 -0.47 -0.630
O -1.477457 -3.339964 -2.688009 0.72 -2.15 1.38 -0.102
O -0.303483 -4.979779 -1.542274 -2.44 0.83 -1.09 -0.243
H -4.520149 -3.950770 -1.566417 -0.99 0.72 -0.37 0.122
H -4.760331 -5.066991 0.949124 0.32 -0.20 -0.19 0.145
H -6.033645 -5.696737 -1.272321 0.85 -0.58 -0.16 0.125
H -5.875874 -7.060440 -0.234978 0.16 -0.19 0.61 0.093
H -4.428615 -7.076939 -2.747940 0.28 0.37 0.22 0.109
H -4.255707 -8.172807 -1.405659 -0.24 0.08 -0.02 0.101
H -1.949225 -7.178765 -1.286247 -1.18 0.42 0.13 0.163
H -3.205683 -5.061693 -2.778822 0.25 -0.41 0.12 0.136
O 0.929463 -2.291400 -2.449900 -0.33 -0.35 -0.01 -0.246
H 0.038551 -2.568559 -2.824101 0.45 0.24 -0.26 0.007
H 1.443616 -1.644987 -2.919329 -0.14 0.26 -0.50 0.039
O 0.507233 -0.756929 1.278968 -1.21 0.76 0.52 -0.352
H 0.075888 -0.710355 2.185746 0.25 0.20 -0.87 -0.019
H 0.259757 0.086822 0.791983 0.19 -0.65 0.74 -0.001
S 0.329137 -4.600892 5.363425 -0.65 -1.23 -1.77 0.978
C 0.553855 -5.746414 4.039102 0.94 -0.85 0.60 -0.388
C 0.717120 -5.085343 2.850193 -0.10 -0.79 0.72 -0.278
N 0.395956 -3.775137 2.877487 -0.47 1.14 2.92 -0.049
C 0.130186 -3.432595 4.162852 0.44 1.53 -2.31 -0.483
H 0.637996 -6.825097 4.236732 0.23 0.77 -0.13 0.057
H 1.166491 -5.468305 1.941460 -0.49 -0.44 0.00 0.097
H -0.150511 -2.408693 4.419875 0.10 -0.22 -0.21 0.039
O 0.064951 1.540038 0.063235 -2.20 2.27 -0.46 -0.357
P -1.088968 2.587634 0.042959 1.22 -1.11 0.75 0.903
C -2.763095 1.810418 -0.184763 1.31 -1.70 0.69 -0.340
C -2.720799 0.531485 -1.096541 -2.27 -0.28 -1.12 -0.152
C -3.540343 0.582644 -2.467297 -0.59 0.31 1.17 -0.152
C -4.946609 1.278882 -2.289654 -0.10 -0.20 0.28 -0.191
C -5.092345 1.769269 -0.834817 -1.37 -0.16 -0.17 -0.243
C -3.979201 2.692159 -0.372815 -0.86 0.14 0.20 -0.214
C -1.280330 3.507462 1.684952 0.52 -1.43 -0.60 -0.348
C -0.030378 3.563129 2.612657 0.10 1.19 0.77 -0.183
C -0.229715 4.635859 3.734340 -2.52 -0.06 -1.11 -0.195
C -0.531695 6.076088 3.164020 2.20 -0.20 -0.07 -0.187
C -1.286601 6.138298 1.775577 0.60 0.50 0.74 -0.196
C -2.027024 4.845257 1.494567 -1.67 -0.70 2.19 -0.226
C -0.818919 3.899947 -1.250314 0.88 -1.52 -1.73 -0.345
C 0.695142 4.269073 -1.193057 -0.09 -0.91 0.78 -0.200
C 1.111203 5.115265 -2.382647 2.42 0.35 -1.21 -0.245
C -0.028980 5.872755 -3.024798 -0.39 -0.17 -0.86 -0.216
C -0.931961 4.777974 -3.727789 0.54 -0.44 2.74 -0.153
C -1.130304 3.503516 -2.749983 0.13 -0.10 -0.13 -0.144
H -2.944582 1.302076 0.814283 0.52 0.86 -0.70 0.131
H -3.120184 -0.338865 -0.535145 0.20 0.69 -0.11 0.103
H -1.785798 0.180213 -1.428711 1.66 0.03 0.15 0.081
H -3.757404 -0.460780 -2.735399 0.46 0.27 -0.09 0.103
H -2.904218 1.025521 -3.237051 -0.29 0.04 -0.10 0.077
H -5.753709 0.528669 -2.475965 0.57 0.51 0.07 0.102
H -5.192189 2.139273 -2.967160 0.64 -0.63 0.32 0.101
H -5.188897 0.925800 -0.133902 0.30 0.03 -0.27 0.126
H -6.063355 2.277036 -0.727672 0.15 0.10 -0.14 0.103
H -4.287986 2.993701 0.666989 0.40 0.65 -1.18 0.125
H -3.921739 3.525724 -1.139625 0.31 -0.57 1.11 0.126
H -1.920141 2.744881 2.211291 0.14 0.97 -0.39 0.014
H 0.900783 3.838395 2.134686 0.23 -0.06 -0.70 0.089
H 0.175726 2.633162 3.154964 -0.37 -0.15 -0.56 0.101
H 0.641806 4.689935 4.369866 0.08 -0.14 0.33 0.091
H -1.145812 4.304532 4.291825 0.97 0.16 -0.02 0.096
H 0.521722 6.491476 3.093745 -1.15 0.02 -0.45 0.101
H -0.979990 6.694776 3.963490 -0.24 -0.31 -0.54 0.091
H -0.639292 6.485684 0.918308 -0.36 -0.57 0.92 0.106
H -2.066594 6.900670 1.888773 0.19 0.08 -0.24 0.093
H -2.567914 4.922251 0.561549 -0.02 -0.16 -0.30 0.070
H -2.873236 4.774230 2.284661 1.11 0.35 -1.10 0.143
H -1.461792 4.740082 -1.119684 -0.29 0.74 0.79 0.079
H 1.329895 3.327286 -1.046835 -0.96 1.19 -0.44 0.132
H 0.844556 4.846464 -0.274300 0.09 0.04 -0.01 0.094
H 1.670006 4.558681 -3.209996 -1.02 0.08 0.99 0.130
H 1.933593 5.792800 -2.074068 -0.52 -0.02 0.13 0.104
H 0.299742 6.573323 -3.832066 0.04 -0.46 0.67 0.106
H -0.524882 6.518981 -2.256712 -0.08 -0.71 -0.63 0.112
H -0.461691 4.458005 -4.648606 0.05 0.01 -0.19 0.094
H -1.875863 5.219434 -3.908864 -1.14 0.31 -0.53 0.073
H -0.419265 2.718989 -3.042884 -0.04 0.16 0.03 0.112
H -2.131207 3.011236 -2.866838 0.67 0.77 0.10 0.089
S -2.736876 1.529219 4.157191 -2.11 1.66 0.81 0.496
C -1.650670 0.402142 3.902470 1.22 -0.61 -0.63 -0.995
N -0.787469 -0.314916 3.612711 0.65 -0.98 0.31 0.027
```
Positions in Å, forces in eV/Å.

Output
Charge = -2
Largest force on an atom = 3.195 eV/A
HOMO-LUMO gap = 5.50 eV
Calculated total energy = -4021.9432 Eh


Which value of calculated total energy does entry 2 give? -4021.9432 Eh